No. 1
The following is a DFT calculation (the ωB97M-V functional and the def2-TZVPD basis) of a molecular structure, C10H14BClN6O4Pb at a distorted geometry.

Properties
HOMO (spin up / spin down), eV: -14.600 / -14.600
LUMO level (spin up / spin down), eV: -11.12 / -11.11
Net charge: +2
Energy relative to the best compared isomer or geometry (same formula, charge and spin), kcal/mol: 46.6
Energy, eV: -46142.8512
Spin multiplicity: 1
Frontier orbital gap (spin up / spin down), eV: 3.48 / 3.49

The geometry in XYZ format:
```
37
C10H14BClN6O4Pb (the ωB97M-V functional and the def2-TZVPD basis)
Pb -1.673 -0.626 1.019
Cl 0.022 0.109 4.357
O 1.059 -0.868 4.572
O 0.180 0.698 2.996
O -1.296 -0.535 4.409
O 0.125 1.156 5.370
N 1.272 -1.017 -0.157
N -1.390 -0.365 -1.117
N -0.754 0.183 -2.266
N 0.046 1.640 0.292
N 1.667 -0.377 -1.329
N 0.594 1.882 -0.957
C -2.597 -0.847 -1.530
C 2.201 -1.957 0.102
C 0.085 2.799 0.971
C -1.207 -2.626 1.724
C -1.585 0.049 -3.320
C 0.921 3.190 -1.071
C -2.762 -0.590 -2.901
C 0.625 3.809 0.142
C 3.240 -1.888 -0.857
C 2.852 -0.891 -1.753
B 0.727 0.723 -2.006
H 2.149 -2.703 0.899
H 3.317 -0.547 -2.672
H -3.215 -1.427 -0.823
H -1.324 -2.114 2.723
H 0.805 4.840 0.407
H -3.204 0.196 1.536
H -3.624 -0.876 -3.489
H -2.073 -3.223 1.401
H -0.275 -3.212 1.638
H 1.323 3.550 -2.013
H 1.197 1.074 -3.043
H -1.335 0.359 -4.350
H 4.137 -2.482 -0.909
H -0.227 2.913 2.006
```

No. 2
The following is a DFT calculation (the ωB97M-V functional and the def2-TZVPD basis) of 7 unconnected molecules or ions with the total composition C26H46F2O21 at a distorted geometry.

Properties
HOMO (spin up / spin down), eV: -11.750 / -11.750
LUMO level (spin up / spin down), eV: -3.55 / -9.80
Net charge: +1
<S²>: 0.760
Energy, eV: -76126.1218
Spin multiplicity: 2
Frontier orbital gap (spin up / spin down), eV: 8.20 / 1.95

The geometry in XYZ format:
```
95
C26H46F2O21 (the ωB97M-V functional and the def2-TZVPD basis)
F -2.816 2.367 -5.855
F 0.674 -2.003 0.952
O -1.857 -0.294 -2.029
O -3.317 -0.378 2.404
O 2.272 -2.758 5.611
O 0.481 5.420 0.839
O 0.187 2.419 -4.444
O -1.525 3.774 -4.896
O -0.945 0.345 -0.006
O -5.439 -0.357 1.677
O -4.921 -0.968 3.875
O 1.265 -2.746 3.516
O -0.164 7.449 0.242
O 0.155 4.585 -3.533
O 0.755 6.974 2.305
O 3.886 -0.229 -0.322
O -3.012 -6.251 -1.272
O 4.578 1.950 0.026
O 3.435 -2.021 3.889
O -1.928 -6.438 -3.295
O 4.243 1.238 -1.979
O 0.034 -1.293 -1.091
O -2.360 -4.352 -2.281
C 1.483 3.785 -0.278
C 4.322 0.863 -0.729
C -0.311 3.669 -4.269
C 4.591 1.846 1.419
C -0.732 1.666 -5.192
C -4.601 -0.602 2.751
C 2.193 -2.585 4.299
C -0.294 -3.775 -3.442
C 1.186 -3.247 6.420
C 4.136 0.342 -3.060
C -1.833 -3.579 -3.298
C -2.945 -7.673 -0.937
C -5.031 0.038 0.355
C 3.773 -2.073 2.464
C 2.654 0.252 -3.514
C 0.798 -1.050 0.072
C -2.399 -5.782 -2.320
C 0.276 6.704 1.081
C -2.151 -0.113 3.263
C -4.577 -1.276 -0.324
C -1.578 2.705 -5.834
C -0.991 -0.417 -1.072
C 0.047 -2.124 6.433
C 0.277 4.771 -0.332
C 0.343 0.317 0.542
C 0.201 8.076 3.084
H 0.173 -3.157 -4.209
H -0.722 7.957 3.650
H 1.550 3.183 -1.184
H 3.935 2.536 1.949
H -2.388 -3.649 -4.234
H -1.947 -8.053 -1.157
H 4.687 -1.511 2.274
H 0.229 -3.519 -2.521
H 5.583 2.209 1.686
H 0.609 5.407 -1.153
H -2.233 -0.472 4.289
H -0.636 -2.211 5.588
H -2.065 0.960 3.435
H 0.072 8.988 2.501
H -4.480 -1.057 -1.388
H -3.003 -7.982 0.107
H -2.053 -2.563 -2.968
H -0.394 -2.326 7.409
H -0.070 -4.827 -3.621
H 2.485 4.211 -0.232
H 0.953 -4.195 5.935
H -1.409 1.030 -4.622
H 0.561 -1.163 6.433
H 4.833 0.670 -3.832
H 1.302 3.238 0.648
H 4.382 -0.673 -2.748
H 0.338 0.293 1.631
H 2.165 1.193 -3.766
H -0.177 1.075 -5.921
H 4.599 0.850 1.862
H 1.874 -1.064 -0.102
H -1.257 2.968 -6.842
H 1.029 8.311 3.752
H 2.675 -0.353 -4.421
H 3.642 -3.092 2.101
H -3.767 -7.992 -1.577
H 0.892 1.185 0.177
H -5.821 0.504 -0.234
H 1.642 -3.349 7.405
H -5.363 -2.022 -0.207
H 3.073 -1.409 1.957
H -0.713 4.323 -0.419
H -4.300 0.829 0.527
H -1.233 -0.601 2.936
H 1.870 -0.222 -2.923
H -3.639 -1.628 0.105
```

No. 3
The following is a DFT calculation (the ωB97M-V functional and the def2-TZVPD basis) of 2 unconnected molecules or ions with the total composition C2H7N2P2 at a distorted geometry.

Properties
HOMO, eV: -12.654
LUMO level, eV: -4.81
Net charge: +1
Energy relative to the best compared isomer or geometry (same formula, charge and spin), kcal/mol: 88.7
Energy, eV: -23733.9591
Spin multiplicity: 1
Frontier orbital gap, eV: 7.84

The geometry in XYZ format:
```
13
C2H7N2P2 (the ωB97M-V functional and the def2-TZVPD basis)
P -2.311 1.431 1.339
P 1.056 -1.662 0.502
N -1.161 -0.686 -0.287
N 1.173 0.883 -0.130
C -1.640 0.234 0.334
C 1.587 -0.507 -0.522
H 1.914 1.595 0.178
H -3.571 1.416 0.727
H -1.241 -1.683 -0.052
H 1.904 -0.488 -1.612
H 0.680 1.494 -0.879
H 1.268 -2.904 -0.127
H 0.342 0.876 0.529
```

No. 4
The following is a DFT calculation (the ωB97M-V functional and the def2-TZVPD basis) of 2 unconnected molecules or ions with the total composition CH2FN2O2 at a distorted geometry.

Properties
HOMO (spin up / spin down), eV: -4.470 / -4.889
LUMO level (spin up / spin down), eV: 4.09 / 4.39
Net charge: -1
Energy relative to the best compared isomer or geometry (same formula, charge and spin), kcal/mol: 92.3
Energy, eV: -10859.1619
Spin multiplicity: 1
Frontier orbital gap (spin up / spin down), eV: 8.56 / 9.28

The geometry in XYZ format:
```
8
CH2FN2O2 (the ωB97M-V functional and the def2-TZVPD basis)
F -2.189 0.366 0.973
O 2.618 -0.337 0.661
O 1.584 1.531 -0.155
N -1.297 0.457 -0.202
N 0.502 -0.426 0.557
C 1.662 0.407 0.290
H -0.766 1.314 0.053
H 0.273 -0.930 -0.288
```